DFT (ωB97M-V with the def2-TZVPD basis set) results for C19H17BBe3Br2Cl2F5LiNO11PS as an isolated structure.

Positions of all 64 atoms, in Å:
C (4.353, 0.346, -1.569)
C (3.107, 0.864, -0.722)
Br (3.797, 1.492, 1.048)
C (2.151, -0.430, -0.517)
Br (2.483, -1.165, 1.294)
C (0.636, -0.058, -0.767)
C (0.220, 0.034, -2.185)
C (-1.208, 0.306, -2.499)
F (-1.688, 0.375, -3.766)
C (-2.105, 0.464, -1.381)
C (-1.693, 0.423, 0.049)
C (-0.273, 0.159, 0.368)
C (-2.936, 0.658, 0.934)
O (-3.086, 1.121, 2.132)
N (-3.994, 0.239, 0.046)
C (-4.519, -1.137, 0.209)
C (-3.898, -2.195, -0.744)
C (-2.554, -2.711, -0.397)
C (-1.841, -3.692, -1.200)
C (-2.450, -4.201, -2.450)
C (-3.771, -3.690, -2.789)
C (-4.507, -2.715, -1.956)
C (-3.629, 0.689, -1.280)
O (-4.428, 1.144, -2.014)
H (4.240, 0.555, -2.663)
H (5.266, 0.809, -1.122)
H (4.471, -0.768, -1.465)
H (2.563, 1.702, -1.197)
H (2.415, -1.248, -1.234)
H (0.907, -0.111, -3.044)
H (0.018, 0.090, 1.436)
H (-4.249, -1.459, 1.259)
H (-5.644, -1.123, 0.199)
H (-2.065, -2.328, 0.532)
H (-0.851, -4.022, -0.824)
H (-1.876, -4.940, -3.042)
H (-4.228, -4.078, -3.729)
H (-5.521, -2.380, -2.253)
Be (-3.506, 2.947, 1.537)
B (0.861, 4.748, 0.056)
F (0.234, 3.769, 0.895)
F (0.023, 5.839, -0.201)
F (2.057, 5.235, 0.715)
F (1.213, 4.158, -1.174)
Cl (-1.097, 5.240, 1.989)
Li (-2.404, -0.632, 3.336)
C (-0.201, -0.559, 6.888)
O (-0.531, -1.848, 6.980)
H (0.082, -0.036, 7.830)
H (0.667, -0.304, 6.236)
H (-0.983, 0.137, 6.483)
O (-2.218, -7.878, -1.998)
P (-0.834, -7.785, -1.383)
O (-0.940, -7.251, 0.033)
O (0.075, -6.805, -2.273)
O (-0.199, -9.164, -1.342)
Be (3.316, 6.727, 0.632)
Be (2.469, 8.744, -0.623)
Cl (1.034, -8.074, -3.167)
O (5.993, 7.413, 1.209)
S (7.473, 7.149, 1.173)
O (8.159, 8.432, 0.962)
O (7.759, 6.226, 0.061)
O (7.884, 6.551, 2.447)

Its HOMO energy is -3.0 eV. For the electronic energy, the calculation gives -9000.09823 hartree. The total charge is -2.